Molecular formula: C7H6N4
Method: DFT, the ωB97M-V functional and the def2-TZVPD basis

Output
Relative energy (zero: lowest compared OMol25 entry of this formula, charge and spin) = 163.5 kJ/mol
Frontier orbital gap = 8.979 eV
Energy = -13291.24030 eV
Charge = +2
SMILES = N#CC1=C(C#N)[N+]2(C=[NH+]1)CC2

Geometry as XYZ:
```
17
Properties=species:S:1:pos:R:3:forces:R:3:nbo_charge:R:1
N -3.567 2.196 0.107 -3.48 3.20 0.92 0.0138
C -2.801 1.414 -0.109 4.84 -4.27 -1.49 0.1251
C -1.609 0.627 -0.320 0.54 -2.38 -0.71 0.2243
C -0.346 0.795 0.140 -0.74 0.65 -0.95 0.0815
C 0.080 1.934 0.875 -0.26 -0.68 0.04 0.1185
N 0.189 2.816 1.602 0.32 0.29 0.04 0.0041
N 0.558 -0.339 -0.213 -2.42 2.78 1.32 -0.2945
C -0.254 -1.208 -0.864 0.77 -4.45 -4.42 0.3940
N -1.451 -0.880 -1.129 -1.94 2.39 2.76 -0.3988
C 1.376 -0.790 1.011 1.27 -0.13 2.36 -0.1628
C 2.045 -0.294 -0.196 2.87 0.62 -0.25 -0.2091
H 0.220 -2.105 -1.457 -0.84 1.33 1.73 0.3171
H -2.243 -1.578 -1.440 1.73 1.77 0.30 0.5422
H 1.361 -1.864 1.120 0.00 -0.29 -0.23 0.2732
H 1.247 -0.327 2.069 -0.13 0.06 -2.30 0.3343
H 2.612 0.682 -0.437 -1.61 -1.04 1.00 0.3377
H 2.585 -1.078 -0.756 -0.93 0.15 -0.12 0.2993
```
Forces are in eV/Å.



Molecular formula: C3H6NO2S
Method: DFT, the ωB97M-V functional and the def2-TZVPD basis

Output
Relative energy (zero: lowest compared OMol25 entry of this formula, charge and spin) = 260.1 kJ/mol
Frontier orbital gap = 11.426 eV
Energy = -19618.65286 eV
Charge = +1

Geometry as XYZ:
```
13
Properties=species:S:1:pos:R:3:forces:R:3:nbo_charge:R:1
C 1.584 0.438 2.960 -0.14 -0.03 -0.08 0.2449
C -1.644 -0.094 -1.150 -0.64 -0.35 -0.02 -0.6474
C -0.307 0.547 -0.923 -0.10 0.06 0.11 -0.5712
N 1.111 0.303 1.933 -0.11 -0.28 -0.63 -0.4625
O 2.238 -0.543 -0.730 0.04 0.31 -0.11 -0.7059
O 0.328 -1.994 -0.061 -0.33 0.02 0.12 -0.7095
S 0.884 -0.767 -0.448 0.24 0.44 0.21 2.2219
H 2.004 0.557 3.927 0.19 0.08 0.38 0.2657
H -2.370 0.675 -1.423 0.19 0.11 0.02 0.2737
H -1.623 -0.821 -1.959 0.00 -0.03 -0.01 0.2442
H -2.014 -0.575 -0.245 0.02 0.00 -0.06 0.2509
H -0.314 1.243 -0.080 0.32 -0.17 0.03 0.3044
H 0.123 1.030 -1.801 0.30 -0.16 0.04 0.2905
```
Forces are in eV/Å.



Molecular formula: C32H21BrCl2N6O4Ru
Method: DFT, the ωB97M-V functional and the def2-TZVPD basis

Output
Frontier orbital gap (spin up / spin down) = 4.455 / 2.929 eV
Energy = -148315.06834 eV
Charge = +1
<S²> = 8.7971
Multiplicity = 6

Geometry as XYZ:
```
67
Properties=species:S:1:pos:R:3:forces:R:3:mulliken_spin:R:1
Ru -16.199 -5.454 -10.689 -0.37 0.27 1.35 3.4178
Cl -22.480 -6.019 -8.168 -0.95 0.01 0.55 0.0006
C -20.822 -6.343 -8.294 0.88 -1.36 1.47 -0.0026
C -20.301 -6.335 -9.570 0.68 0.53 0.51 0.0062
C -18.922 -6.292 -9.658 1.43 -0.49 -0.50 -0.0229
N -18.270 -6.060 -10.855 0.00 0.27 -2.31 0.1361
C -18.741 -6.297 -12.156 -1.14 -0.91 3.58 -0.0267
O -19.837 -6.745 -12.495 0.58 0.53 0.05 0.0577
C -17.663 -6.161 -13.113 1.34 0.83 -3.05 0.0560
C -17.919 -6.368 -14.522 0.78 0.12 1.75 -0.0034
C -16.852 -6.197 -15.412 -1.48 -0.04 0.45 0.0109
C -15.612 -5.830 -14.873 0.01 -0.75 -1.07 -0.0132
C -15.406 -5.744 -13.537 -1.38 0.94 1.33 0.0059
N -16.455 -5.796 -12.653 0.16 -1.35 -3.08 0.1047
C -17.990 -6.500 -8.556 -4.30 -1.01 -0.70 0.0477
C -18.635 -6.753 -7.348 2.07 -0.02 0.08 0.0001
C -19.987 -6.689 -7.162 -1.37 1.71 -1.88 0.0041
Cl -20.510 -6.569 -5.534 -0.62 -0.26 0.28 0.0008
N -16.683 -6.530 -8.862 2.75 -0.17 0.57 0.1310
C -15.630 -6.923 -8.075 -1.76 0.24 1.27 0.0222
O -15.607 -7.579 -7.015 -0.45 0.49 -1.24 0.0329
C -14.375 -6.251 -8.473 1.97 0.58 -1.44 0.0252
C -13.184 -6.412 -7.725 -1.21 -0.09 -0.32 -0.0210
C -12.058 -5.672 -8.053 0.30 0.47 0.78 0.0314
C -12.071 -4.807 -9.161 -0.71 -1.16 0.18 -0.0043
C -13.268 -4.744 -9.865 -0.12 0.55 -0.77 -0.0100
N -14.398 -5.430 -9.579 1.69 -0.11 2.24 0.0272
H -20.907 -6.220 -10.469 0.13 0.05 0.44 0.0003
H -18.959 -6.660 -14.706 0.57 0.13 -0.47 0.0001
H -17.032 -6.331 -16.494 0.38 0.17 0.75 0.0004
H -14.777 -5.703 -15.523 0.47 0.10 -0.39 -0.0016
H -14.459 -5.475 -13.084 0.08 -0.14 -0.24 -0.0014
H -17.969 -6.895 -6.516 -0.13 -0.23 0.49 -0.0012
H -13.243 -7.118 -6.887 0.15 0.55 -0.32 -0.0019
H -11.227 -5.659 -7.321 -0.26 -0.27 -0.87 0.0010
H -11.176 -4.313 -9.522 -0.27 0.30 0.25 -0.0005
H -13.361 -4.035 -10.706 0.12 -0.53 0.36 -0.0046
C -16.635 -10.455 -7.858 -0.14 -0.96 0.44 -0.0051
O -15.508 -9.927 -8.601 0.94 -0.62 -0.68 0.1246
C -14.728 -10.718 -9.366 -2.51 0.63 0.86 0.1707
C -15.023 -12.082 -9.564 0.50 1.25 0.53 -0.0821
C -14.130 -12.857 -10.244 -0.71 -1.21 -0.91 0.1739
Br -14.571 -14.699 -10.336 0.39 0.25 -0.10 0.0332
C -13.084 -12.349 -11.031 1.00 0.67 0.66 0.0457
C -12.839 -10.984 -10.982 -1.11 0.58 0.48 0.0750
C -13.714 -10.016 -10.155 1.15 -0.86 -0.97 0.1312
O -13.585 -8.782 -10.215 0.01 -1.08 0.29 0.2565
C -11.789 -10.379 -11.759 1.60 1.13 -0.72 0.0162
N -11.256 -9.133 -11.509 -0.90 -1.82 -0.07 0.0204
C -10.207 -8.879 -12.385 0.94 -1.37 -0.92 0.0036
C -9.189 -7.908 -12.373 -0.79 -0.46 0.68 0.0025
C -8.395 -7.805 -13.494 0.49 -0.39 -0.41 0.0026
C -8.519 -8.759 -14.521 -0.87 -0.35 -1.16 0.0086
C -9.414 -9.880 -14.479 1.37 0.79 0.24 -0.0035
C -10.147 -9.996 -13.316 -1.62 1.95 2.05 0.0081
N -11.126 -10.910 -12.820 0.52 -0.11 -0.66 0.0170
H -16.330 -11.271 -7.144 -0.08 0.72 -0.89 0.0026
H -17.410 -10.807 -8.549 0.31 -0.12 0.00 0.0031
H -17.094 -9.665 -7.266 0.60 0.34 -0.24 -0.0001
H -15.931 -12.515 -9.177 0.10 0.02 0.31 -0.0038
H -12.387 -13.052 -11.512 -0.53 0.45 0.07 0.0004
H -11.849 -8.519 -10.925 0.60 -0.09 -0.12 -0.0061
H -8.954 -7.417 -11.432 -0.43 0.62 -0.39 -0.0001
H -7.637 -6.997 -13.589 -0.61 -0.82 0.18 0.0002
H -7.962 -8.547 -15.450 -0.27 -0.50 0.60 0.0006
H -9.512 -10.622 -15.272 0.35 0.31 0.13 -0.0003
H -11.199 -11.866 -13.213 -0.36 1.09 0.64 -0.0008
```
Forces are in eV/Å.



Molecular formula: C23H43Cl2CrN4O7Si
Method: DFT, the ωB97M-V functional and the def2-TZVPD basis

Output
Relative energy (zero: lowest compared OMol25 entry of this formula, charge and spin) = 241.7 kJ/mol
Frontier orbital gap (spin up / spin down) = 2.345 / 3.494 eV
Energy = -106183.57184 eV
Charge = -1
<S²> = 6.0420
Multiplicity = 5

Geometry as XYZ:
```
81
Properties=species:S:1:pos:R:3:forces:R:3:mulliken_spin:R:1
C -2.005 3.657 1.082 0.14 -0.22 -0.11 0.0001
C -0.844 4.379 0.433 0.30 0.74 -0.38 -0.0122
H -1.855 3.535 2.164 0.03 0.15 -0.15 0.0009
H -2.150 2.655 0.663 0.00 0.27 -0.12 0.0006
H -2.925 4.253 0.939 0.23 -0.27 0.05 0.0000
C -0.406 5.546 0.912 0.06 0.17 -0.31 -0.0019
C -0.898 6.231 2.135 -0.46 0.01 0.56 0.0000
H 0.344 6.125 0.378 -0.09 -0.31 -0.09 -0.0007
H -0.993 5.498 2.964 -0.06 0.59 -0.23 0.0000
H -1.885 6.695 1.950 0.20 -0.20 0.25 0.0000
H -0.217 7.046 2.420 -0.17 -0.32 0.11 -0.0001
Cr -1.141 1.271 -1.943 -0.08 0.58 -0.54 2.8265
Cl -0.606 2.136 -3.993 0.13 0.07 -1.75 0.0534
C 0.242 -0.942 -3.093 -1.14 1.82 1.41 0.0619
O 0.022 -0.332 -1.994 0.98 -2.96 -1.93 0.0095
N 1.165 -1.871 -3.272 0.77 -0.91 -0.25 0.0122
C 1.831 -2.427 -2.097 -0.08 0.50 0.10 0.0034
C 1.682 -2.211 -4.609 -0.18 0.29 -0.14 0.0042
H -0.361 -0.673 -3.966 0.20 0.05 -0.12 0.0110
H 1.062 -2.822 -1.418 0.32 0.07 -0.05 -0.0019
H 2.370 -1.616 -1.584 0.01 -0.42 0.03 0.0001
H 2.508 -3.217 -2.433 -0.11 0.18 0.26 0.0003
H 0.902 -2.566 -5.295 -0.03 0.05 0.31 0.0011
H 2.437 -3.000 -4.523 -0.26 0.18 0.11 -0.0004
H 2.157 -1.346 -5.093 -0.09 -0.14 0.24 0.0001
H -0.166 -6.310 -0.474 0.00 0.11 0.09 0.0016
H -1.982 -7.564 -1.840 -0.21 -0.06 0.03 0.0006
C -0.977 -5.880 0.126 0.03 -0.08 -0.10 -0.0011
C -2.702 -7.112 -1.148 0.20 0.40 -0.16 0.0006
N -2.186 -5.844 -0.674 -0.08 -0.09 0.15 0.0415
H -0.712 -4.877 0.460 -0.04 0.02 -0.07 0.0020
C -2.869 -4.681 -0.867 0.14 0.89 -0.10 -0.0036
O -2.565 -3.598 -0.394 -0.32 -1.07 -0.36 -0.0073
H -3.650 -6.923 -1.661 0.15 -0.22 0.03 -0.0009
H -3.753 -4.821 -1.539 0.32 0.08 0.33 -0.0005
H -1.121 -6.523 0.999 -0.02 0.03 0.04 -0.0018
H -2.862 -7.804 -0.314 -0.05 0.05 -0.05 -0.0030
H -4.008 -2.479 3.872 -0.08 0.05 0.28 -0.0010
H -1.566 -0.276 3.410 0.09 -0.23 0.16 0.0010
C -3.105 -2.751 4.431 -0.14 -0.13 -0.54 0.0061
C -1.288 -1.092 4.097 0.07 0.39 -0.23 -0.0009
N -1.918 -2.341 3.712 0.15 -0.16 -0.07 -0.0004
H -3.090 -3.839 4.545 -0.14 0.18 0.23 -0.0030
C -1.478 -3.057 2.648 0.97 0.28 -0.21 -0.0021
O -0.407 -2.838 2.086 -0.96 -0.34 0.30 -0.0002
H -0.193 -1.162 4.090 -0.30 -0.13 0.07 0.0000
H -2.164 -3.877 2.335 0.45 0.49 0.25 0.0021
H -3.097 -2.248 5.401 -0.18 -0.31 -0.10 0.0002
H -1.659 -0.840 5.096 0.32 0.05 -0.18 0.0000
O -0.343 2.476 -0.936 2.07 1.56 1.90 -0.0508
C -0.284 3.870 -0.908 -0.58 -1.08 0.37 0.0123
C 2.085 4.672 -0.344 0.53 0.09 0.29 0.0027
C 1.113 4.333 -1.274 0.15 -0.03 0.10 0.0174
H 1.873 4.492 0.713 0.13 0.35 -0.35 0.0002
C 3.326 5.180 -0.749 -0.19 -0.25 -0.44 -0.0005
H -0.940 4.228 -1.701 -0.25 0.42 -0.20 0.0228
C 1.463 4.321 -2.618 0.20 0.07 -0.78 -0.0161
H 4.057 5.482 0.004 -0.13 -0.10 -0.25 0.0000
C 3.620 5.276 -2.119 -0.16 0.10 -0.06 0.0013
C 2.688 4.819 -3.064 0.24 -0.31 0.33 -0.0001
H 0.800 3.829 -3.335 0.04 0.54 0.30 0.0081
H 4.568 5.697 -2.460 -0.18 -0.13 0.18 0.0001
H 2.924 4.775 -4.145 -0.08 0.16 0.78 0.0009
Si 2.503 1.161 1.206 -0.49 0.29 -3.97 -0.0002
Cl 1.292 2.318 2.305 -1.49 1.02 1.01 0.0004
C 4.090 2.127 1.492 1.14 -0.59 0.80 0.0001
C 2.705 1.280 -0.714 -1.20 0.31 -0.02 -0.0114
C 1.523 -0.461 1.185 0.66 -0.92 1.59 -0.0017
H 4.631 2.238 0.536 -0.14 -0.33 0.51 0.0000
H 4.705 1.579 2.224 0.34 0.63 -0.07 0.0001
H 3.870 3.155 1.842 -0.06 -0.79 0.05 0.0000
H 0.976 -0.651 2.134 0.46 0.03 -0.58 0.0007
H 2.179 -1.331 1.012 -0.24 0.09 0.04 -0.0003
H 0.770 -0.464 0.385 0.38 0.51 0.07 0.0063
H 2.965 2.274 -1.094 -0.05 -0.10 0.18 -0.0017
H 1.841 0.913 -1.304 0.53 0.21 0.43 0.0032
H 3.569 0.650 -0.911 0.33 -0.37 -0.04 -0.0003
O -3.475 -5.557 2.409 -1.07 -0.80 -3.18 0.2907
N -4.107 -5.658 1.345 -1.90 1.40 3.86 0.3713
O -5.278 -5.356 1.176 2.64 -0.90 -0.49 0.3066
O -2.626 1.064 -1.417 -2.67 -1.24 0.63 0.0403
```
Forces are in eV/Å.